# 1
# C10H20N2

2 unconnected molecules or ions with the total composition C10H20N2 (the ωB97M-V functional and the def2-TZVPD basis, OMol25).

max |F|	3.92	eV Å⁻¹
energy relative to the best compared isomer or geometry (same formula, charge and spin)	49.9	kcal/mol
SMILES	C=C(C)[C@@H]1CN1.C=C[C@H](C)CN
HOMO	-9.2	eV

The geometry in XYZ format:
```
32
Properties=species:S:1:pos:R:3:mulliken_charge:R:1
C -0.182 -1.085 -4.394 -1.14
C -0.702 -2.025 -3.353 0.47
C -0.464 -3.328 -3.339 -1.01
C -1.542 -1.399 -2.282 -0.10
C -1.113 -1.149 -0.898 -0.38
C 1.908 2.741 3.213 -1.36
C 1.202 1.469 2.563 0.41
C 0.065 1.888 1.579 -0.07
C 0.510 0.529 3.500 -0.43
C 0.527 -0.841 3.440 -0.64
H 0.292 -1.638 -5.232 0.34
H -1.012 -0.488 -4.801 0.30
H 0.541 -0.374 -3.984 0.26
H 0.166 -3.777 -4.102 0.29
H -0.873 -3.967 -2.571 0.35
H -2.201 -0.638 -2.639 0.43
H -1.537 -0.248 -0.407 0.22
H -0.113 -1.444 -0.564 0.30
H -2.969 -1.971 -0.957 0.23
H 1.476 3.081 4.154 0.33
H 2.981 2.576 3.346 0.34
H 1.862 3.546 2.497 0.37
H 2.000 0.965 2.000 0.30
H -0.771 2.371 2.120 0.42
H -0.293 0.968 1.099 -0.28
H 1.188 2.208 -0.031 0.25
H -0.141 3.135 -0.050 0.23
H 0.005 0.988 4.365 0.25
H 0.773 -1.114 2.390 0.17
H -0.138 -1.517 3.959 0.31
N -2.029 -2.242 -1.171 -0.57
N 0.583 2.780 0.549 -0.59
```

***

# 2
# C5H11NO

2 unconnected molecules or ions with the total composition C5H11NO (the ωB97M-V functional and the def2-TZVPD basis, OMol25).

max |F|	1.26	eV Å⁻¹
energy relative to the best compared isomer or geometry (same formula, charge and spin)	53.7	kcal/mol
SMILES	C=NC(=C)CC.O
HOMO	-8.9	eV

The geometry in XYZ format:
```
18
Properties=species:S:1:pos:R:3:mulliken_charge:R:1
C 1.278 0.973 -0.649 -0.88
C 1.026 0.700 0.852 -0.30
C -0.160 -0.187 1.129 0.44
C -0.597 -0.520 2.336 -0.94
C -0.323 -1.808 -0.524 -0.35
N -0.797 -0.784 0.013 -0.34
H 1.989 1.779 -0.795 0.37
H 1.606 0.028 -1.078 0.33
H 0.368 1.312 -1.123 0.06
H 0.860 1.656 1.347 0.32
H 1.955 0.305 1.259 0.28
H -0.148 -0.277 3.294 0.29
H -1.500 -1.103 2.469 0.29
H -0.753 -2.238 -1.423 0.26
H 0.557 -2.351 -0.153 0.31
H -1.111 1.021 -1.979 0.26
H -2.490 0.509 -2.284 0.29
O -1.761 0.986 -2.690 -0.68
```

***

# 3
# C4H5O6Tl

A molecular structure, C4H5O6Tl (the ωB97M-V functional and the def2-TZVPD basis, OMol25).

total charge	+2
max |F|	11.05	eV Å⁻¹
energy relative to the best compared isomer or geometry (same formula, charge and spin)	56.5	kcal/mol
HOMO (alpha / beta)	-18.5 / -18.5	eV

The geometry in XYZ format:
```
16
Properties=species:S:1:pos:R:3:mulliken_charge:R:1
O 1.627 0.912 1.523 -0.38
C 0.994 1.646 0.710 0.97
O 0.959 2.898 0.897 -0.41
O 0.428 1.180 -0.382 -0.20
Tl 2.161 2.566 2.412 0.96
C 1.402 -0.522 -0.946 -0.83
C -0.065 -0.265 -0.878 0.18
H 1.902 0.003 -1.767 0.43
H 1.823 -0.965 -0.039 0.42
H -0.627 0.003 -1.774 0.59
O -0.722 -0.923 0.180 -0.30
C -2.053 -0.987 0.121 0.64
O -2.753 -0.497 -0.727 -0.45
O -2.472 -1.699 1.154 -0.39
H -3.416 -1.883 1.061 0.41
H 0.809 -1.468 -1.544 0.36
```

***

# 4
# C6H7Cl

C6H7Cl in the gas phase (the ωB97M-V functional and the def2-TZVPD basis, OMol25).

max |F|	2.70	eV Å⁻¹
energy relative to the best compared isomer or geometry (same formula, charge and spin)	54.4	kcal/mol
SMILES	C=C(C)CC#CCl
HOMO	-9.5	eV

The geometry in XYZ format:
```
14
Properties=species:S:1:pos:R:3:mulliken_charge:R:1
C -1.922 -0.999 -2.023 0.94
C 0.538 0.089 0.607 0.83
C -1.018 -0.783 -1.276 -0.78
C 0.067 -1.005 -0.374 -0.75
C 0.456 0.014 1.958 -0.96
C 0.829 1.486 0.065 -1.16
Cl -3.209 -0.871 -3.049 -0.17
H -0.160 -1.930 0.190 0.32
H 0.801 -1.243 -1.077 0.31
H 0.096 -0.894 2.517 0.22
H 0.760 0.773 2.698 0.24
H -0.046 1.884 -0.376 0.31
H 1.611 1.363 -0.711 0.29
H 1.196 2.116 0.852 0.36
```

***

# 5
# H2O4P2

A gas-phase ion, H2O4P2 (charge -2) (the ωB97M-V functional and the def2-TZVPD basis, OMol25).

total charge	-2
max |F|	5.94	eV Å⁻¹
energy relative to the best compared isomer or geometry (same formula, charge and spin)	67.2	kcal/mol
SMILES	O=[P@H]([O-])[P@H](=O)[O-]
HOMO	0.0	eV

The geometry in XYZ format:
```
8
Properties=species:S:1:pos:R:3:mulliken_charge:R:1
O -1.212 1.739 -0.769 -0.69
O 2.463 1.069 0.602 -0.97
O -1.785 0.128 1.094 -0.69
O 1.424 -1.211 -1.029 -0.68
P -1.066 0.413 -0.136 0.49
P 0.983 -0.336 0.150 0.58
H -1.421 -0.705 -1.205 -0.02
H 0.614 -1.097 1.293 -0.02
```

***

# 6
# C10H25N2P

A molecular structure, C10H25N2P (the ωB97M-V functional and the def2-TZVPD basis, OMol25).

max |F|	3.71	eV Å⁻¹
energy relative to the best compared isomer or geometry (same formula, charge and spin)	24.3	kcal/mol
HOMO	-7.4	eV

The geometry in XYZ format:
```
38
Properties=species:S:1:pos:R:3:mulliken_charge:R:1
C -1.446 -0.462 -2.010 -1.84
C -0.461 1.716 -2.245 -1.94
C 0.985 -0.206 -2.665 -1.65
C 2.777 -0.995 0.620 -1.16
C 1.391 -0.165 2.495 -1.95
C 0.510 -2.115 0.976 -1.54
C -1.682 2.024 1.884 -1.32
C -2.403 -0.223 1.210 -0.84
C -0.174 0.256 -1.739 1.70
C 1.339 -0.867 1.115 1.36
N 1.313 1.733 -0.180 -0.86
N -1.319 0.730 1.422 0.16
P 0.429 0.507 0.013 0.87
H -1.456 -0.879 -2.998 0.45
H -1.678 -1.183 -1.276 0.43
H -2.291 0.247 -1.879 0.38
H -1.143 2.152 -1.476 0.39
H -1.082 1.624 -3.081 0.60
H 0.503 2.349 -2.286 0.34
H 1.921 0.487 -2.709 0.31
H 1.430 -1.201 -2.466 0.31
H 0.515 -0.074 -3.703 0.46
H 2.678 -1.118 -0.518 0.23
H 3.393 -0.137 0.751 0.33
H 3.385 -1.939 0.989 0.34
H 1.984 0.657 2.396 0.52
H 1.903 -0.691 3.330 0.39
H 0.439 0.037 2.847 0.44
H -0.494 -1.949 1.316 0.28
H 0.519 -2.455 -0.067 0.26
H 0.704 -2.953 1.574 0.49
H -2.514 2.423 1.319 0.38
H -1.941 2.160 2.970 0.28
H -0.904 2.690 1.779 0.42
H -3.235 -0.045 1.949 0.35
H -2.836 0.005 0.264 0.29
H -1.935 -1.221 1.228 0.09
H 2.062 1.883 0.554 0.26
```